(1)
A structure of composition C29H21BrCaN3O2 in a non-equilibrium geometry. Source: the Open Molecules 2025 dataset; level of theory: wB97M-V/def2-TZVPD.

The geometry in XYZ format:
```
57
Properties=species:S:1:pos:R:3:lowdin_charge:R:1
Ca -0.068 -1.546 0.027 1.50
C -0.588 -6.177 1.061 -0.11
C -1.948 -6.284 0.969 -0.09
C -2.697 -5.155 0.623 -0.05
C -2.135 -3.881 0.497 -0.28
C -0.741 -3.708 0.707 -0.22
C -0.016 -4.921 0.989 -0.16
C -3.040 -2.802 0.196 -0.24
C -4.392 -3.033 -0.147 0.01
C -5.257 -1.965 -0.396 0.04
C -4.776 -0.653 -0.234 -0.16
C -5.612 0.453 -0.391 -0.03
C -5.172 1.717 -0.115 -0.06
C -3.828 1.896 0.278 -0.07
C -2.906 0.865 0.367 0.00
C -3.376 -0.478 0.034 -0.18
N -2.523 -1.548 0.202 0.02
H 0.005 -7.101 1.154 0.11
H -2.508 -7.205 1.006 0.10
H -3.851 -5.212 0.604 0.12
H 1.075 -4.868 1.036 0.07
H -4.780 -4.012 -0.345 0.10
H -6.253 -2.104 -0.725 0.11
H -6.654 0.397 -0.472 0.11
H -5.885 2.525 -0.154 0.11
H -3.373 2.838 0.465 0.09
H -1.861 1.097 0.609 0.10
C -0.254 -0.261 3.332 -0.06
O 0.258 -0.083 2.002 -0.23
C 0.800 1.211 1.782 -0.17
C 0.581 2.326 2.566 -0.05
C 1.058 3.578 2.112 -0.69
Br 0.668 5.085 3.185 0.78
C 1.738 3.713 0.920 -0.06
C 1.952 2.555 0.090 -0.04
C 1.416 1.241 0.469 -0.29
O 1.289 0.267 -0.350 -0.22
C 2.809 2.672 -1.040 -0.20
N 3.170 1.550 -1.648 0.19
C 4.285 1.698 -2.473 -0.09
C 5.184 0.780 -3.075 0.03
C 6.263 1.447 -3.607 -0.09
C 6.481 2.808 -3.594 -0.07
C 5.617 3.699 -2.993 0.00
C 4.548 3.117 -2.368 -0.13
N 3.585 3.668 -1.470 0.22
H -1.150 0.364 3.441 0.10
H 0.377 -0.149 4.211 0.11
H -0.666 -1.287 3.323 0.10
H -0.111 2.317 3.410 0.11
H 1.962 4.709 0.624 0.09
H 2.663 0.753 -1.276 0.12
H 5.030 -0.227 -2.949 0.09
H 7.042 0.802 -4.068 0.13
H 7.274 3.130 -4.224 0.11
H 5.671 4.784 -3.032 0.13
H 3.626 4.599 -1.147 0.16
```

## Properties
Strongest force on any atom in eV Å⁻¹: 4.56
ΔE to the lowest compared entry with this formula, charge and spin in eV: 0.6584
E_tot in eV: -127455.6417
E_LUMO in eV: -3.2
Spin multiplicity: 1
Total charge: +1
HOMO in eV: -10.343



(2)
A structure of composition C29H21I2N7O4Os in a non-equilibrium geometry. Source: the Open Molecules 2025 dataset; level of theory: wB97M-V/def2-TZVPD.

The geometry in XYZ format:
```
64
Properties=species:S:1:pos:R:3:lowdin_charge:R:1
Os 0.102 -0.172 -0.814 1.56
I 3.771 6.298 0.046 1.07
C 3.182 4.351 -0.148 -0.72
C 4.009 3.430 -0.796 -0.20
C 3.595 2.128 -0.935 -0.63
I 4.786 0.761 -1.920 1.04
C 2.313 1.715 -0.448 -0.38
O 1.953 0.496 -0.694 -0.23
C 1.495 2.659 0.262 -0.12
C 0.232 2.253 0.983 -0.10
N -0.715 1.541 0.103 -0.16
C -1.991 1.189 0.759 -0.09
C -2.698 0.134 -0.053 -0.23
C -4.070 -0.023 -0.027 0.03
C -4.649 -1.043 -0.769 0.01
C -3.840 -1.882 -1.521 -0.01
C -2.477 -1.672 -1.508 -0.08
N -1.915 -0.686 -0.789 -0.07
C 1.939 3.947 0.386 -0.09
H 4.964 3.744 -1.193 0.10
H -0.241 3.145 1.401 0.14
H 0.471 1.585 1.813 0.12
H -0.917 2.152 -0.695 0.13
H -2.626 2.067 0.891 0.15
H -1.761 0.787 1.749 0.13
H -4.677 0.652 0.560 0.14
H -5.723 -1.175 -0.766 0.13
H -4.254 -2.681 -2.118 0.13
H -1.800 -2.286 -2.085 0.12
H 1.337 4.675 0.915 0.11
O -2.049 -0.903 6.776 0.15
C -1.003 -0.331 6.166 -0.47
O -0.359 0.514 6.712 0.16
C -0.692 -0.737 4.743 -0.10
C 0.551 -0.334 4.257 0.03
C 0.923 -0.617 2.955 -0.01
C 0.035 -1.295 2.132 -0.28
C -1.200 -1.716 2.597 -0.02
C -1.557 -1.436 3.911 0.00
N 0.397 -1.531 0.759 -0.05
C 0.965 -2.638 0.457 0.01
C 1.315 -2.870 -0.932 -0.23
C 1.956 -4.015 -1.360 0.04
C 2.258 -4.142 -2.711 0.00
C 1.902 -3.116 -3.564 0.01
C 1.256 -1.991 -3.062 -0.07
N 0.959 -1.864 -1.769 -0.04
H -2.417 -1.644 6.282 0.11
H 1.212 0.201 4.926 0.14
H 1.895 -0.319 2.578 0.13
H -1.877 -2.253 1.944 0.12
H -2.534 -1.760 4.249 0.12
H 1.179 -3.386 1.216 0.17
H 2.216 -4.787 -0.648 0.14
H 2.762 -5.024 -3.082 0.13
H 2.117 -3.166 -4.622 0.13
H 0.962 -1.170 -3.700 0.10
O -0.276 1.087 -2.300 -0.35
N 0.004 0.811 -3.578 0.03
C -0.093 1.849 -4.331 -0.26
C -0.428 3.132 -3.767 -0.14
N -0.724 4.107 -3.237 0.21
C 0.168 1.697 -5.732 -0.14
N 0.384 1.563 -6.851 0.22
```

## Properties
Strongest force on any atom in eV Å⁻¹: 2.43
E_tot in eV: -67687.1974
E_LUMO (spin up / spin down) in eV: -8.8 / -8.8
Spin multiplicity: 1
Total charge: +2
HOMO (spin up / spin down) in eV: -13.353 / -13.354



(3)
A structure of composition C29H21N6O6Se2W in a non-equilibrium geometry. Source: the Open Molecules 2025 dataset; level of theory: wB97M-V/def2-TZVPD.

The geometry in XYZ format:
```
65
Properties=species:S:1:pos:R:3:lowdin_charge:R:1
W -0.379 0.334 -0.047 1.65
Se -2.440 -0.547 -1.378 0.87
Se -2.444 0.716 1.645 0.85
C -2.629 2.288 0.645 -0.70
C -3.351 3.406 1.050 -0.06
C -3.368 4.502 0.214 -0.02
C -2.690 4.438 -1.005 -0.03
C -2.002 3.292 -1.328 -0.11
N -1.949 2.235 -0.505 -0.13
C -1.896 -2.053 -0.375 -0.67
C -2.356 -3.351 -0.545 -0.05
C -1.757 -4.364 0.172 -0.01
C -0.729 -4.055 1.064 -0.02
C -0.351 -2.745 1.215 -0.10
N -0.932 -1.749 0.523 -0.16
H -3.855 3.382 2.005 0.12
H -3.904 5.398 0.497 0.12
H -2.710 5.267 -1.698 0.12
H -1.482 3.188 -2.273 0.13
H -3.151 -3.528 -1.256 0.12
H -2.066 -5.392 0.035 0.13
H -0.231 -4.822 1.637 0.12
H 0.437 -2.458 1.899 0.11
O 6.831 0.126 -0.194 0.01
C 6.230 -0.884 0.173 -0.70
O 6.459 -2.050 0.481 0.02
C 4.641 -0.573 0.190 -0.04
C 4.160 0.505 0.937 0.03
C 2.822 0.799 0.890 -0.10
N 1.941 0.123 0.126 -0.01
C 2.431 -0.907 -0.599 -0.16
C 3.756 -1.302 -0.582 0.09
C 1.414 -1.556 -1.451 -0.50
O 1.557 -2.557 -2.076 0.19
O 0.270 -0.861 -1.402 -0.34
H 4.831 1.109 1.530 0.13
H 2.424 1.615 1.480 0.11
H 4.052 -2.151 -1.184 0.15
C 1.874 3.822 -2.501 0.03
N 1.441 3.646 -1.115 -0.01
C 1.676 4.579 -0.129 0.00
C 1.246 4.416 1.134 0.05
C 0.522 3.219 1.524 -0.46
O 0.092 2.966 2.632 0.05
N 0.366 2.293 0.476 0.00
C 0.761 2.540 -0.771 -0.55
O 0.418 1.645 -1.609 -0.07
H 2.516 4.695 -2.566 0.10
H 1.017 3.958 -3.159 0.10
H 2.422 2.943 -2.832 0.11
H 2.236 5.450 -0.436 0.14
H 1.431 5.168 1.885 0.13
N 0.297 0.047 1.987 0.01
C 0.302 0.052 3.132 -0.10
C 0.300 0.055 4.533 -0.19
C 0.009 -1.138 5.216 -0.01
C -0.037 -1.130 6.593 -0.05
C 0.202 0.048 7.293 -0.03
C 0.491 1.227 6.616 -0.04
C 0.542 1.243 5.237 0.01
H -0.180 -2.045 4.656 0.12
H -0.253 -2.046 7.126 0.12
H 0.156 0.046 8.373 0.12
H 0.683 2.136 7.168 0.12
H 0.737 2.151 4.682 0.11
```

## Properties
Strongest force on any atom in eV Å⁻¹: 2.18
ΔE to the lowest compared entry with this formula, charge and spin in eV: 0.9639
E_tot in eV: -184151.9573
E_LUMO in eV: -5.3
Spin multiplicity: 1
Total charge: +1
HOMO in eV: -9.713



(4)
A structure of composition C29H21N7O2Tl in a non-equilibrium geometry. Source: the Open Molecules 2025 dataset; level of theory: wB97M-V/def2-TZVPD.

The geometry in XYZ format:
```
60
Properties=species:S:1:pos:R:3:lowdin_charge:R:1
Tl 0.200 -0.387 -0.591 0.93
C 6.053 0.488 -2.374 -0.07
C 6.323 0.269 -1.024 -0.06
C 5.285 0.165 -0.116 -0.02
C 3.982 0.283 -0.580 -0.25
C 3.699 0.494 -1.915 -0.04
C 4.749 0.601 -2.821 -0.06
N 2.816 0.201 0.287 0.01
N 3.076 0.037 1.493 0.10
C 1.906 -0.032 2.363 -0.29
C 2.214 -0.022 3.708 0.01
C 1.171 -0.073 4.624 -0.03
C -0.122 -0.146 4.143 -0.03
C -0.325 -0.161 2.770 -0.11
N 0.669 -0.100 1.886 0.04
H 6.873 0.568 -3.075 0.11
H 7.344 0.182 -0.682 0.11
H 5.479 -0.003 0.932 0.11
H 2.668 0.575 -2.242 0.08
H 4.544 0.767 -3.870 0.11
H 3.250 0.029 4.009 0.12
H 1.375 -0.064 5.686 0.12
H -0.970 -0.196 4.811 0.12
H -1.324 -0.232 2.357 0.10
O -5.184 5.798 0.346 0.10
N -3.993 5.673 0.199 -0.33
O -3.199 6.589 0.192 0.09
C -3.461 4.276 0.116 -0.05
C -4.397 3.315 0.165 0.08
C -4.029 1.932 0.091 -0.12
C -4.994 0.911 0.140 0.02
C -4.590 -0.394 0.065 -0.02
C -3.218 -0.657 -0.047 -0.11
N -2.298 0.286 -0.087 0.03
C -2.688 1.578 -0.031 -0.14
C -1.677 2.631 -0.108 -0.14
N -0.399 2.231 -0.269 0.03
C 0.551 3.133 -0.331 -0.12
C 0.297 4.504 -0.235 -0.01
C -0.994 4.931 -0.084 0.03
C -2.043 3.986 -0.023 -0.05
H -5.437 3.597 0.257 0.14
H -6.041 1.168 0.233 0.13
H -5.297 -1.210 0.095 0.12
H -2.848 -1.675 -0.109 0.10
H 1.562 2.764 -0.470 0.11
H 1.109 5.214 -0.284 0.12
H -1.218 5.981 -0.017 0.11
N -0.268 -2.615 -0.377 0.00
C -0.188 -3.422 -1.413 -0.46
C -0.173 -3.037 -2.794 -0.05
C -0.168 -3.993 -3.775 -0.07
C -0.183 -5.355 -3.451 -0.05
C -0.192 -5.764 -2.115 -0.07
C -0.179 -4.826 -1.114 -0.02
H -0.167 -1.985 -3.053 0.07
H -0.159 -3.691 -4.813 0.11
H -0.185 -6.096 -4.237 0.11
H -0.204 -6.816 -1.869 0.11
H -0.181 -5.122 -0.075 0.11
```

## Properties
Strongest force on any atom in eV Å⁻¹: 1.17
ΔE to the lowest compared entry with this formula, charge and spin in eV: 0.2875
E_tot in eV: -49622.2237
E_LUMO (spin up / spin down) in eV: -3.7 / -4.0
Spin multiplicity: 1
Total charge: +1
HOMO (spin up / spin down) in eV: -10.470 / -10.185



The lowest strongest force on any atom belongs to which entry? C29H21N7O2Tl